A) The following is a DFT calculation (the ωB97M-V functional and the def2-TZVPD basis) of C36H50CsGeN7O5 as an isolated structure.

Element x y z (Å)
Cs -0.7553 1.1629 0.3734
Ge -2.5528 -1.4555 -3.4297
O -2.9892 3.1484 -0.5337
O -1.5781 -1.0129 2.5185
O -1.4664 -2.9403 3.5668
O 3.3494 3.3532 3.4166
O -0.8921 5.3061 -1.8891
N 1.0733 -6.3386 4.0557
N 2.2694 1.7768 2.2134
N -0.0905 -2.0591 0.4120
N 2.9574 -5.7303 2.8657
N 1.1775 3.8221 0.6196
N 3.2313 -6.2646 5.0887
N 0.0454 3.2509 -1.8625
C 1.9415 5.4394 2.2075
C -0.0714 2.9194 -4.3054
C 3.2719 -1.3425 3.8822
C -1.4739 4.6437 -3.0380
C 0.6296 6.1300 0.3334
C 1.0411 3.6698 -4.6723
C 3.1998 1.0364 3.0803
C 2.5751 -0.1442 3.7768
C 0.5806 -3.9481 1.9653
C 1.4792 -2.2992 5.1634
C -0.0825 4.3831 -1.3208
C 2.4659 3.0058 2.4461
C 3.7115 2.1130 4.0562
C 0.7733 -1.1070 5.0554
C 1.3190 -0.0361 4.3652
C 0.1743 -2.4887 1.7784
C 1.7934 -4.3563 1.1402
C 1.7209 3.3883 -5.8465
C 0.1834 1.6007 -6.3043
C 2.3303 -5.7232 1.5557
C -1.3888 -0.3317 -2.4268
C 1.3164 6.4482 1.4916
C -4.0447 2.8354 -1.0501
C 1.8322 4.1388 1.7310
C -3.9517 -2.1827 -2.2284
C -4.3227 1.4303 -1.4897
C 2.3383 -6.1511 4.0104
C -0.8333 3.2343 -3.0422
C -0.4940 1.8824 -5.1253
C 2.7297 -2.4178 4.5751
C 1.2904 2.3525 -6.6669
C -5.1465 3.8488 -1.2301
C -3.5308 -0.5086 -4.8686
C -1.8120 -3.0736 -4.3219
C -1.0303 -2.0742 2.6358
C 0.6001 4.7981 -0.0699
H -2.8640 -0.2400 -5.6910
H 0.9915 -1.8619 2.1593
H -5.0799 1.3915 -2.2734
H -1.5666 2.4388 -2.8813
H -0.2542 -4.6097 1.7028
H -3.3959 0.9250 -1.8062
H 0.7588 0.8862 4.2655
H 3.2780 -3.3480 4.6583
H 0.7109 -2.1934 -0.1912
H -0.8718 -2.5513 -0.0082
H -6.0347 3.5113 -0.6912
H 4.7882 2.1032 4.2049
H -0.9290 -3.7458 3.5767
H -1.0180 -0.9485 -1.5961
H -4.8342 4.8231 -0.8624
H -1.3418 1.2826 -4.8191
H 3.0688 -6.0680 0.8298
H 2.4952 5.6428 3.1120
H -0.1518 0.7859 -6.9336
H -1.0347 -2.7905 -5.0348
H 3.2045 2.0623 5.0217
H 3.9328 -5.5017 2.9257
H 0.7935 -6.7270 4.9501
H 0.1276 6.8810 -0.2587
H 2.5871 -3.6087 1.2532
H -0.4998 -0.0229 -2.9936
H 1.0504 -3.1393 5.6955
H -3.4922 -2.6247 -1.3402
H -4.5407 -2.9560 -2.7250
H 4.2467 -1.4348 3.4159
H -2.5781 -3.6448 -4.8522
H 1.5357 -4.3904 0.0783
H 4.0150 0.6709 2.4480
H 1.3853 4.4712 -4.0270
H 2.8234 -6.6724 5.9155
H 4.1171 -6.6963 4.8667
H -4.6325 -1.3982 -1.8925
H -2.5529 4.6249 -2.8964
H -1.2260 5.2260 -3.9244
H 1.3683 7.4731 1.8339
H 0.8202 -4.1281 3.0163
H 1.5194 -6.4524 1.5764
H 1.8217 2.1307 -7.5837
H -5.4266 3.9118 -2.2837
H -3.9862 0.4087 -4.4881
H -4.3227 -1.1396 -5.2771
H 2.5893 3.9731 -6.1222
H -0.2143 -1.0216 5.4891
H -1.3548 -3.7260 -3.5738
H -4.7205 0.8853 -0.6267

Spin multiplicity: 1

Atomic partial charges in e from the Löwdin method, atoms 1 to 99: 0.959 0.650 -0.041 0.020 0.120 0.002 -0.001 0.116 0.168 0.034 0.030 0.152 0.113 0.134 0.013 -0.180 -0.036 -0.056 0.022 -0.037 -0.249 -0.198 -0.177 -0.087 -0.360 -0.314 -0.068 -0.074 -0.030 -0.302 -0.176 -0.086 -0.071 -0.192 -0.431 -0.032 -0.497 -0.180 -0.227 -0.039 -0.578 -0.245 -0.026 -0.081 -0.096 -0.019 -0.238 -0.251 -0.495 -0.173 -0.004 0.140 0.083 0.110 0.137 0.023 0.123 0.089 0.084 0.089 0.090 0.129 0.091 -0.153 0.082 0.082 0.117 0.118 0.103 0.000 0.130 0.128 0.039 0.121 0.118 -0.076 0.109 0.001 0.009 0.113 0.001 0.114 0.148 0.116 0.086 0.087 -0.009 0.114 0.126 0.113 0.074 0.117 0.098 0.087 -0.004 0.009 0.098 0.116 -0.004



B) The following is a DFT calculation (the ωB97M-V functional and the def2-TZVPD basis) of C36H50CsGeN7O5 as an isolated structure.

Element x y z (Å)
Cs -0.4476 0.6070 -0.1673
Ge -0.7733 -3.6034 -1.5693
O -5.3295 1.0916 -1.0173
O 0.0689 1.3535 -3.5438
O 1.1012 1.9627 1.4202
O -1.8526 -2.1098 4.1863
O 2.2862 3.5767 0.4155
N 2.6924 3.2088 3.7479
N 2.6324 5.5196 3.7628
N -2.9377 -0.2391 1.3063
N 0.7161 4.2984 3.2909
N 3.3931 0.8041 -0.2925
N -0.6020 -0.6519 3.0136
N -3.0909 1.2455 -1.1790
C 2.0570 -1.5232 2.3135
C 0.9280 0.7348 -4.1321
C 3.2731 -2.0717 1.9268
C 2.1984 0.3108 -3.4278
C -2.8891 1.7090 -6.0437
C -5.1435 1.8940 -2.1844
C 0.2795 -1.1262 4.0791
C -3.1850 0.0243 -3.8616
C -5.2952 -0.6151 1.0672
C 2.1677 2.4461 0.9173
C -0.5553 -2.2302 4.7799
C 1.6264 -1.6414 3.6256
C 0.7846 0.3069 -5.5696
C 0.5325 -2.8003 -0.4612
C -4.0885 -0.0513 0.6589
C -3.0136 -0.5077 -5.1305
C -2.9655 -1.0099 2.3913
C -0.6788 -2.8941 -3.4274
C 4.7354 3.4236 2.2561
C -2.6106 -3.2507 -0.9007
C -4.0915 0.7917 -0.5459
C -2.8808 0.3333 -6.2265
C 4.1539 3.1188 3.6461
C -4.1267 -1.6163 2.8683
C 2.0190 4.3469 3.5581
C -0.6914 -5.5939 -1.8069
C -1.7191 -1.2213 3.1602
C -3.2108 1.4019 -3.6773
C 4.7268 2.2335 1.2862
C -5.3102 -1.4169 2.1885
C 3.6645 -2.8132 4.1748
C -3.5987 1.9871 -2.3389
C 2.4459 -2.2774 4.5586
C -3.0435 2.2396 -4.7716
C 3.3921 1.5208 0.9845
C 4.0769 -2.7202 2.8503
H -3.2993 -0.6380 -3.0095
H 2.8783 -0.2242 -4.0870
H 0.2833 -5.8787 -2.2094
H 0.3156 -3.0718 -3.8456
H 1.7270 0.4202 -6.1059
H -0.8118 -6.0853 -0.8383
H -2.9920 -1.5822 -5.2644
H 0.4403 -3.0739 0.5959
H -2.7726 2.3726 -6.8924
H 0.4701 3.5111 2.6580
H 5.7775 3.7242 2.3953
H -5.6292 2.8577 -2.0343
H 0.4483 -0.2865 4.7628
H -0.0069 0.8653 -6.0600
H -0.6499 -2.0955 5.8561
H -1.4659 -5.9744 -2.4837
H 2.1732 6.3667 3.4821
H 3.6235 5.5590 3.9125
H 4.2142 0.2163 -0.3799
H 3.4177 1.4872 -1.0423
H 2.1634 2.3775 3.5088
H 4.4295 2.1087 3.9457
H 0.2707 5.1714 3.0582
H -3.3694 -3.7541 -1.5068
H -0.8673 -1.8162 -3.4431
H 2.1248 -2.3643 5.5927
H 1.5650 -2.9395 -0.7986
H 5.4083 1.4755 1.6882
H 4.5792 3.7908 4.3962
H -2.8293 -2.1772 -0.8982
H -4.0868 -2.2337 3.7520
H 2.6905 1.2049 -3.0406
H -3.0492 3.3151 -4.6301
H 4.2862 -3.3137 4.9074
H -3.2577 3.0217 -2.2814
H 1.9388 -0.3189 -2.5713
H -6.1915 -0.4189 0.4982
H 5.0150 -3.1687 2.5471
H 1.4437 -1.0130 1.5879
H -2.7590 -0.0818 -7.2193
H 3.2049 0.7800 1.7636
H 5.1455 2.5750 0.3373
H -0.1622 -3.2250 4.5697
H -2.7081 -3.6115 0.1278
H 4.2022 4.2591 1.8026
H 0.5152 -0.7547 -5.5738
H -1.4106 -3.3818 -4.0798
H -5.6002 1.3870 -3.0314
H 3.5756 -1.9978 0.8892
H -6.2292 -1.8714 2.5320

Spin multiplicity: 1

Atomic partial charges in e from the Löwdin method, atoms 1 to 99: 1.080 0.635 -0.004 0.028 -0.383 -0.013 0.002 0.110 0.217 0.114 0.212 0.080 0.174 0.043 -0.053 -0.488 -0.072 -0.016 -0.089 -0.068 -0.239 -0.026 0.020 -0.721 -0.080 -0.181 -0.010 -0.394 -0.194 -0.071 -0.170 -0.240 -0.179 -0.232 -0.330 -0.098 -0.148 0.022 -0.443 -0.256 -0.297 -0.202 -0.144 -0.024 -0.092 -0.233 -0.055 -0.039 -0.328 -0.088 0.114 0.078 -0.002 0.009 0.081 -0.003 0.103 -0.101 0.103 0.113 0.113 0.127 0.149 0.067 0.126 -0.005 0.125 0.109 0.080 0.065 0.142 0.131 0.123 0.008 -0.016 0.113 -0.100 0.115 0.110 -0.022 0.120 0.075 0.115 0.098 0.146 0.074 0.121 0.099 0.052 0.103 0.112 0.115 0.132 0.007 0.098 0.090 0.005 0.130 0.103



Which structure is most stable? A), by 17.4 kcal/mol over the runner-up.